Entry 1:
Density functional theory data (wB97M-V/def2-TZVPD) for a molecular structure, CBrI3S.

Output
Largest force on an atom, eV/A: 0.5
Calculated total energy, Eh: -3903.27627
Orbital gap (spin up / spin down), eV: 7.7 / 6.0
2S+1: 1
HOMO energy (spin up / spin down), eV: -9.176 / -8.343
Relative energy (zero: lowest compared OMol25 entry of this formula, charge and spin), kcal per mole: 18.1

Each line ends with the Löwdin charge.
CARTESIAN COORDINATES (ANGSTROEM)
C1 -0.54265 -0.45590 -0.71706  -2.007
S1 1.84206 1.31745 0.56563  -0.080
Br1 1.17887 1.14972 2.56541  0.071
I1 -1.93332 0.18579 0.70409  0.668
I2 0.26886 -2.36589 -0.42692  0.668
I3 -0.81381 0.16883 -2.69116  0.681


Entry 2:
Density functional theory data (wB97M-V/def2-TZVPD) for a molecular structure, CBrIN2O2S at a distorted geometry.

Output
Largest force on an atom, eV/A: 4.1
Calculated total energy, Eh: -3567.85678
Orbital gap, eV: 8.6
2S+1: 1
HOMO energy, eV: -10.079
Relative energy (zero: lowest compared OMol25 entry of this formula, charge and spin), kcal per mole: 0.0

Each line ends with the Löwdin charge.
CARTESIAN COORDINATES (ANGSTROEM)
C1 -1.05711 -0.38327 0.30672  -0.296
N1 -1.95165 -1.02480 0.56257  0.147
N2 1.62677 -0.42103 0.56688  -1.182
O1 0.58025 0.33343 -1.71040  -0.321
O2 0.42217 1.84840 0.21824  -0.286
S1 0.38381 0.57539 -0.33416  0.389
Br1 1.45660 -2.15060 -0.09026  0.658
I1 3.37643 0.49016 0.14531  0.891


Entry 3:
Density functional theory data (wB97M-V/def2-TZVPD) for a single CBrN5O2 molecule at a distorted geometry.

Output
Largest force on an atom, eV/A: 3.4
Calculated total energy, Eh: -3036.15153
Orbital gap, eV: 8.6
2S+1: 1
HOMO energy, eV: -11.525
Relative energy (zero: lowest compared OMol25 entry of this formula, charge and spin), kcal per mole: 23.9

Each line ends with the Löwdin charge.
CARTESIAN COORDINATES (ANGSTROEM)
C1 0.33846 0.18279 -0.12418  -0.695
N1 0.06500 0.70855 1.21053  0.060
N2 -0.70337 0.82616 -0.92495  0.090
N3 -0.90921 1.39880 1.14089  0.022
N4 -1.39923 1.50552 -0.16244  0.048
N5 0.10887 -1.30204 -0.15476  -0.419
O1 0.24497 -1.83093 -1.22335  0.081
O2 -0.08745 -1.82301 0.92819  0.105
Br1 2.34196 0.33414 -0.68994  0.707


Entry 4:
Density functional theory data (wB97M-V/def2-TZVPD) for 2 unconnected molecules or ions with the total composition CBrNO4 at a distorted geometry.

Output
Largest force on an atom, eV/A: 3.2
Calculated total energy, Eh: -2967.70514
Orbital gap (spin up / spin down), eV: 8.5 / 8.4
2S+1: 1
HOMO energy (spin up / spin down), eV: -10.616 / -10.507
Relative energy (zero: lowest compared OMol25 entry of this formula, charge and spin), kcal per mole: 7.2

Each line ends with the Löwdin charge.
CARTESIAN COORDINATES (ANGSTROEM)
C1 2.35108 1.07037 0.51771  -0.431
N1 -1.24090 -1.41857 -0.84679  -0.156
O1 -1.01110 -2.23500 -0.03130  0.141
O2 2.09462 -0.00036 0.14177  0.190
O3 -1.81408 -0.35004 -0.91973  -0.339
O4 2.73285 2.09462 0.80937  0.242
Br1 -3.11247 0.83898 0.32896  0.354